Computed, not measured: a 5-piece molecular cluster, C5H18NO5 overall at a distorted geometry, with wB97M-V/def2-TZVPD.

```
29
C5H18NO5 wB97M-V/def2-TZVPD
O 2.2723 0.1585 1.4301
O -0.1162 0.8478 3.5392
O -0.4112 1.1009 0.9255
O 0.5539 1.4937 -2.7376
O -0.9329 3.5512 0.8029
N -1.5590 0.0953 -0.8893
C -1.5700 0.5988 0.4677
C 1.9301 -2.6564 -1.2653
C 0.8939 -2.8965 -0.4794
C -0.4036 -0.7333 -1.2640
C -0.2985 -2.0108 -0.3930
H -0.3264 -1.7013 0.6722
H 1.3131 0.1701 1.3708
H -1.3383 -2.3578 -0.4786
H 1.1107 1.9323 -2.0872
H 0.4995 -0.1364 -1.1204
H -0.7823 1.4416 3.8979
H -1.6647 0.7166 -1.6716
H -0.2888 0.8864 2.5772
H -2.3822 1.3575 0.3144
H 2.0978 -2.0932 -2.1751
H 2.5523 0.8619 1.9864
H -1.6596 3.3379 0.2060
H -2.0485 -0.1242 1.1342
H -0.4732 2.6580 0.7806
H -0.2996 1.5790 -2.3487
H 2.7100 -3.4253 -1.2318
H 0.8986 -3.6123 0.3351
H -0.2772 -1.0401 -2.2981
```

Spin multiplicity: 2
⟨S²⟩: 0.757
HOMO-LUMO gap (alpha / beta) in eV: 9.97 / 5.78
ΔE to the lowest compared entry with this formula, charge and spin in kJ/mol: 73.8
Highest occupied orbital energy (alpha / beta) in Ha: -0.3628 / -0.3626
LUMO level (alpha / beta) in eV: 0.10 / -4.09
Max |F| in eV Å⁻¹: 2.9

Computed, not measured: a 5-piece molecular cluster, C5H18NO5 overall at a distorted geometry, with wB97M-V/def2-TZVPD.

```
29
C5H18NO5 wB97M-V/def2-TZVPD
O 0.2667 2.2265 -2.4462
O 3.0902 -1.3852 0.3145
O -3.2971 -0.9926 -0.3842
O -0.7861 -2.1954 0.8238
O -0.0842 -1.1343 3.2883
N 0.6712 -1.1413 -1.1966
C 0.1668 2.2691 0.5255
C 0.7431 0.9195 0.2139
C 0.5635 1.0815 -2.3326
C -1.1308 2.4650 0.6881
C 0.1872 0.2836 -1.0608
H 3.9640 -1.0462 0.5338
H 0.0860 -1.6680 -0.4954
H 0.8355 3.1035 0.6845
H 0.6478 0.2260 1.0576
H -1.9553 1.7639 0.5864
H 1.1075 0.4694 -3.0846
H 1.8388 0.9571 0.1752
H -0.6580 -0.4148 3.5886
H 2.8566 -2.0540 0.9671
H -0.8998 0.2240 -0.9832
H -1.5350 3.4397 0.9470
H -0.3675 -2.0483 1.6963
H 1.6804 -1.2432 -1.0221
H -1.6398 -1.7610 0.9117
H -3.2649 -1.7408 0.2137
H 0.0910 -1.5690 4.1360
H -3.9375 -1.2448 -1.0540
H 0.4358 -1.5048 -2.1201
```

Charge: +1
HOMO-LUMO gap in eV: 9.71
ΔE to the lowest compared entry with this formula, charge and spin in kJ/mol: 139.3
Highest occupied orbital energy in Ha: -0.4622
LUMO level in eV: -2.87
Max |F| in eV Å⁻¹: 1.2

Computed, not measured: C5H18O11PPd as an isolated structure at a distorted geometry, with wB97M-V/def2-TZVPD.

```
36
C5H18O11PPd wB97M-V/def2-TZVPD
Pd 0.2320 0.4811 0.0931
P -0.4172 3.0412 -0.9860
O -2.0681 -1.0180 -0.5070
O 2.5472 0.5779 0.6195
O -1.0187 1.6360 -1.3757
O 0.6197 -0.6232 -1.9258
O -1.3675 3.8682 -0.0990
O -4.9339 -2.0571 -0.9758
O 0.1246 3.8238 -2.1868
O 3.4344 2.8897 -0.5875
O -0.1839 1.0473 2.1973
O 0.7865 2.5535 -0.0258
O 0.2110 -1.6859 0.7987
C 3.5181 0.4553 -0.3991
C -4.1329 -2.0730 0.2208
C 3.5695 1.6925 -1.2930
C -3.1640 -0.9049 0.3519
C 0.8684 -2.2305 1.9029
H 4.4845 0.3646 0.1392
H -2.7346 -0.9399 1.3531
H 3.3600 -0.4537 -0.9797
H 4.5518 1.6459 -1.8170
H 0.3480 -1.5461 -2.0173
H 2.8467 1.1480 1.3298
H -2.3138 -1.0467 -1.4364
H 0.2142 -2.8764 2.5103
H 2.8503 1.7081 -2.1217
H -4.8703 -1.1855 -1.3791
H -3.7123 0.0148 0.1005
H 1.2228 -1.4068 2.5230
H 1.7585 -2.8153 1.6103
H -3.5560 -3.0072 0.1935
H 2.4222 2.8747 -0.3103
H -4.8126 -2.1647 1.0818
H -0.2463 0.4913 2.9851
H -0.4384 -2.2789 0.4121
```

Charge: -3
Spin multiplicity: 3
⟨S²⟩: 2.007
HOMO-LUMO gap (alpha / beta) in eV: 2.81 / 2.74
ΔE to the lowest compared entry with this formula, charge and spin in kJ/mol: 0.0
Highest occupied orbital energy (alpha / beta) in Ha: 0.1383 / 0.1408
LUMO level (alpha / beta) in eV: 6.57 / 6.57
Max |F| in eV Å⁻¹: 2.0

Computed, not measured: C5H19BClCoN5O14 as an isolated structure at a distorted geometry, with wB97M-V/def2-TZVPD.

```
46
C5H19BClCoN5O14 wB97M-V/def2-TZVPD
Co -1.1544 -1.9270 3.9745
Cl 0.3683 0.6560 1.9028
O -3.1170 4.2048 -2.3479
O 4.0304 -3.3628 -0.1685
O -1.5708 4.2744 -0.8692
O -4.3843 -3.0786 -1.3516
O 2.4374 -1.1359 -3.4919
O 1.7601 0.4858 1.5635
O 1.3750 6.0042 -1.7502
O -0.3415 1.0191 0.6927
O -3.3761 -2.8364 0.5116
O 2.7730 -4.9418 0.6160
O 1.0485 5.9175 0.4046
O -0.1560 -0.6391 2.3664
O 0.2790 1.6383 2.9558
O 0.6043 -1.1924 -2.3806
N -3.5488 -2.5384 -0.6674
N -2.5119 3.7274 -1.3989
N 1.6444 -0.6494 -2.7343
N 1.3596 5.4536 -0.6778
N 3.2839 -3.8370 0.6435
C -3.0692 2.4385 -0.9117
C 1.9756 0.6876 -2.1136
C -2.7751 -1.4030 -1.2171
C 1.7434 4.0202 -0.6432
C 2.9516 -2.9945 1.8547
B -0.9562 -3.7166 2.6164
H -2.5670 2.0156 -0.0467
H -0.0876 -2.9581 2.8268
H 2.7445 4.0461 -0.2102
H -3.9957 2.8595 -0.5117
H -0.8330 -4.5342 3.4125
H 2.8396 0.5351 -1.4724
H -1.9038 -1.8594 -1.6900
H -2.4302 -0.7545 -0.4194
H -3.4039 -0.9803 -1.9948
H -3.2463 1.8104 -1.7757
H 1.0627 3.4779 0.0063
H 1.8511 3.5630 -1.6218
H -0.8473 -4.1842 1.5843
H 2.0589 -2.4330 1.5979
H -1.9865 -3.1690 2.7426
H 2.2615 1.2409 -3.0071
H 2.8203 -3.6716 2.6954
H 1.1431 1.1518 -1.5974
H 3.8466 -2.4305 2.1026
```

Spin multiplicity: 4
⟨S²⟩: 3.757
HOMO-LUMO gap (alpha / beta) in eV: 6.84 / 6.74
Highest occupied orbital energy (alpha / beta) in Ha: -0.4005 / -0.4005
LUMO level (alpha / beta) in eV: -4.06 / -4.16
Max |F| in eV Å⁻¹: 3.9

Computed, not measured: C5H19GaN9O5 as an isolated structure at a distorted geometry, with wB97M-V/def2-TZVPD.

```
39
C5H19GaN9O5 wB97M-V/def2-TZVPD
Ga -1.1434 0.2680 -2.4691
O 4.5232 -2.7688 3.4347
O -2.2764 1.0665 -1.0933
O 1.3558 -1.8965 -1.1341
O -7.7078 -0.8143 1.1839
O 1.6289 2.8424 -3.2841
N -6.5945 1.0402 0.4959
N 1.7282 -3.7974 0.0425
N 0.7990 -1.9446 1.0564
N 4.6273 -0.9054 4.7224
N -6.1559 -0.9798 -0.4658
N -4.1299 2.2345 -2.1245
N 3.0751 -1.0733 3.0350
N 3.2972 4.3383 -2.9262
N 3.0364 2.5017 -1.5533
C 1.3005 -2.5049 -0.0896
C -6.8763 -0.2868 0.4547
C 2.5851 3.2023 -2.6354
C 4.1022 -1.6580 3.7101
C -3.3694 1.4741 -1.6695
H 2.6613 -1.5981 2.2799
H 5.3871 -1.3048 5.2430
H 3.8248 2.7758 -0.9990
H -6.3247 -1.9666 -0.5324
H 4.2973 0.0091 4.9664
H 1.6883 -4.3147 0.9006
H 2.1014 -4.2404 -0.7772
H 0.0953 1.2354 -2.6839
H -1.9386 0.1110 -3.8622
H 2.5356 1.6617 -1.3131
H -0.6537 -1.1758 -1.9635
H 0.4716 -0.9954 0.9952
H 2.7154 -0.1618 3.2474
H 2.9928 4.8780 -3.7157
H -5.9129 1.4849 -0.0990
H -7.1009 1.5956 1.1605
H 0.7385 -2.4261 1.9345
H -5.4749 -0.5561 -1.0726
H 4.0910 4.6501 -2.3996
```

Charge: -1
HOMO-LUMO gap in eV: 6.82
Highest occupied orbital energy in Ha: -0.1757
LUMO level in eV: 2.04
Max |F| in eV Å⁻¹: 3.6

Computed, not measured: a 4-piece molecular cluster, C5H19N2O4 overall at a distorted geometry, with wB97M-V/def2-TZVPD.

```
30
C5H19N2O4 wB97M-V/def2-TZVPD
O 4.2292 -1.6308 -1.5185
O 1.0336 -0.6257 -1.0936
O 3.0848 -2.0858 0.7630
O -1.2327 1.7190 2.9004
N 0.5512 -2.4327 0.8330
N -0.7688 0.7137 -0.7628
C -2.0828 0.9220 -0.1903
C -0.2299 1.6357 -1.7356
C -2.6744 2.2998 -0.2918
C -0.0100 -0.4691 -0.5221
C -0.5291 -1.4809 0.4989
H -2.0120 1.1543 2.9397
H -1.3791 -2.0075 0.1050
H 1.5754 -2.0711 0.8174
H 0.8302 1.8113 -1.5371
H -0.4134 1.2836 -2.7579
H -1.5680 2.5765 2.6073
H -2.1004 0.5337 0.8187
H 0.4164 -2.7385 1.7904
H -0.6825 2.6140 -1.6333
H 3.4941 -1.6034 1.4942
H 4.9917 -1.0420 -1.6183
H -3.5566 2.3215 0.3423
H 0.5528 -3.2826 0.2660
H 3.5098 -1.0869 -1.8792
H -0.8355 -0.9572 1.4030
H -2.7642 0.2008 -0.6851
H 3.7001 -1.9347 -0.0111
H -3.1305 2.5329 -1.2594
H -1.9996 3.1302 -0.0831
```

Charge: +2
Spin multiplicity: 2
⟨S²⟩: 0.762
HOMO-LUMO gap (alpha / beta) in eV: 10.96 / 6.35
ΔE to the lowest compared entry with this formula, charge and spin in kJ/mol: 58.1
Highest occupied orbital energy (alpha / beta) in Ha: -0.6641 / -0.6641
LUMO level (alpha / beta) in eV: -7.11 / -11.72
Max |F| in eV Å⁻¹: 1.1

Computed, not measured: a 3-piece molecular cluster, C5H19N3O2 overall at a distorted geometry, with wB97M-V/def2-TZVPD.

```
29
C5H19N3O2 wB97M-V/def2-TZVPD
O 3.8697 1.1152 -1.5735
O -1.7132 -2.9556 4.1170
N 1.2363 1.6216 -3.4984
N -1.9966 -0.1096 2.9339
N 0.7479 0.1049 -1.9194
C -0.4409 0.5018 1.1008
C -0.3602 -0.4700 -1.1684
C -0.8861 -0.6368 1.9384
C 0.3505 0.7546 -3.0476
C -1.0856 0.6027 -0.3249
H 2.1247 1.7948 -3.0782
H -0.9282 1.6466 -0.8004
H -2.7634 0.2087 2.2494
H -1.5138 0.7447 3.3144
H 1.7096 0.0194 -1.5296
H 0.5912 0.3977 0.7724
H 0.0371 -1.1650 2.5022
H -1.1957 -0.8673 -1.8562
H -0.6287 0.6005 -3.6247
H -0.4816 1.4739 1.7156
H 1.0521 2.2299 -4.3147
H -1.2347 -1.5666 1.3591
H -2.1949 0.4894 -0.1625
H 4.0249 1.2252 -0.6492
H -0.0559 -1.4008 -0.6531
H 4.6786 0.8516 -2.1137
H -1.6450 -3.0688 5.0251
H -1.8747 -3.8650 3.9302
H -2.3108 -0.8079 3.6827
```

Charge: +2
HOMO-LUMO gap in eV: 10.92
ΔE to the lowest compared entry with this formula, charge and spin in kJ/mol: 115.1
Highest occupied orbital energy in Ha: -0.6329
LUMO level in eV: -6.30
Max |F| in eV Å⁻¹: 4.1

Computed, not measured: a 5-piece molecular cluster, C5H19NO6 overall at a distorted geometry, with wB97M-V/def2-TZVPD.

```
31
C5H19NO6 wB97M-V/def2-TZVPD
O 1.1805 2.5348 -2.7185
O 0.5827 -1.6120 -1.8507
O 0.0503 -0.0257 3.0274
O -0.5405 -2.6125 0.4022
O 2.0047 -2.4736 1.3256
O -0.9702 -2.7030 3.0990
N -0.2057 1.8524 -1.0221
C -0.8335 2.2286 0.2172
C -0.4436 0.5565 -1.6085
C 0.8391 -0.3182 -1.3926
C 0.6246 2.7116 -1.6563
C -2.3341 2.5358 0.0820
H 0.9613 -0.0685 3.3121
H -3.0648 1.7408 0.0095
H -1.3162 0.0448 -1.2140
H -0.3906 3.0469 0.7726
H -2.7107 3.2141 0.8571
H 0.7828 3.6617 -1.0889
H -0.7603 1.3920 0.9332
H -1.6329 -3.1238 2.5629
H 2.2497 -3.3932 1.1454
H -0.3776 0.6256 -2.6926
H -0.3662 -1.7512 0.7750
H 1.3535 -2.1653 -1.9292
H 1.1067 -2.4792 0.9274
H -0.0734 -2.8595 2.7814
H -0.2600 -0.9269 2.9169
H 1.6696 0.1158 -1.9586
H -2.4127 3.2178 -0.7790
H 1.1846 -0.2013 -0.3420
H -0.8034 -2.5330 -0.5195
```

SMILES: CCN(C=O)CCO.O.O.O.O
HOMO-LUMO gap in eV: 9.67
ΔE to the lowest compared entry with this formula, charge and spin in kJ/mol: 187.7
Highest occupied orbital energy in Ha: -0.3450
LUMO level in eV: 0.28
Max |F| in eV Å⁻¹: 2.8

Computed, not measured: C5H20BaFO5 as an isolated structure at a distorted geometry, with wB97M-V/def2-TZVPD.

```
32
C5H20BaFO5 wB97M-V/def2-TZVPD
Ba -22.1987 -13.0571 7.7309
F -23.4346 -12.6649 5.5319
O -22.8503 -10.1979 7.8498
O -22.9599 -15.7368 7.7151
O -24.6340 -13.2540 8.9150
O -20.0926 -12.0959 8.9519
O -22.1348 -13.6552 10.5288
C -25.3759 -13.9935 9.9098
C -22.4792 -12.5656 11.3928
C -23.8808 -16.1725 6.7007
C -18.8239 -12.7612 8.9920
C -22.5218 -9.4268 6.6613
H -20.0260 -11.2875 9.4717
H -22.3495 -10.1068 5.8235
H -18.9484 -13.7297 8.5079
H -25.0490 -15.0230 9.8333
H -23.7595 -17.2361 6.5013
H -24.9753 -12.3566 8.8538
H -23.2210 -16.1303 8.5534
H -23.2484 -11.9793 10.8962
H -24.9110 -15.9511 6.9839
H -25.1723 -13.6301 10.9171
H -21.2345 -13.9318 10.7269
H -23.7482 -9.9952 8.1213
H -23.6571 -15.6008 5.8028
H -22.8572 -12.9163 12.3543
H -21.6238 -8.8472 6.8572
H -26.4431 -13.9236 9.7156
H -18.4846 -12.8951 10.0172
H -21.6218 -11.9176 11.5886
H -23.3430 -8.7760 6.3767
H -18.0795 -12.2071 8.4216
```

Charge: +1
HOMO-LUMO gap in eV: 9.46
ΔE to the lowest compared entry with this formula, charge and spin in kJ/mol: 0.0
Highest occupied orbital energy in Ha: -0.4583
LUMO level in eV: -3.01
Max |F| in eV Å⁻¹: 2.5

Computed, not measured: C5H20CuN10O5 as an isolated structure at a distorted geometry, with wB97M-V/def2-TZVPD.

```
41
C5H20CuN10O5 wB97M-V/def2-TZVPD
Cu 20.7931 29.8915 13.6073
O 19.5485 31.6885 14.3693
O 22.2440 28.1204 12.5973
O 21.7959 31.1612 11.8858
O 18.8336 28.6396 13.5403
O 21.0279 28.8978 15.7165
N 17.8355 33.0615 13.8673
N 20.8539 28.9095 17.8686
N 18.0810 32.3946 15.8974
N 24.4422 27.5915 12.3243
N 23.2684 26.9327 14.0515
N 22.7960 28.7439 16.9589
N 16.6221 28.9534 13.8704
N 21.1066 32.3037 10.0579
N 20.8056 33.1123 12.1127
N 17.9013 28.2696 15.4976
C 18.5374 32.3399 14.7155
C 17.8170 28.6452 14.2236
C 23.3163 27.6488 12.9422
C 21.2687 32.1452 11.3519
C 21.5501 28.6876 16.7855
H 23.3785 29.0254 16.1833
H 24.1710 27.9037 11.4029
H 20.4119 33.9863 11.7945
H 16.8660 33.2934 14.0301
H 20.6542 33.1403 9.7180
H 15.9242 28.9982 14.5991
H 18.2448 32.9827 12.9473
H 20.9712 32.8900 13.0840
H 18.8808 28.4006 15.7061
H 25.3155 27.4419 12.8091
H 16.5555 29.4169 12.9755
H 17.1439 32.7644 15.9698
H 21.2760 31.5599 9.3960
H 21.3823 29.0394 18.7195
H 24.0661 26.3521 14.2674
H 18.5266 32.1153 16.7598
H 19.8526 29.0173 17.7923
H 17.1176 28.0946 16.1101
H 22.4121 26.9480 14.5869
H 23.2845 28.7177 17.8426
```

Charge: +1
HOMO-LUMO gap in eV: 8.15
ΔE to the lowest compared entry with this formula, charge and spin in kJ/mol: 236.5
Highest occupied orbital energy in Ha: -0.3783
LUMO level in eV: -2.14
Max |F| in eV Å⁻¹: 7.4

Computed, not measured: C5H20FN10O5Tl as an isolated structure at a distorted geometry, with wB97M-V/def2-TZVPD.

```
42
C5H20FN10O5Tl wB97M-V/def2-TZVPD
Tl 3.5714 1.5275 -1.0679
F 1.1941 0.1111 -0.1185
O 0.1421 2.1937 3.0024
O -3.8091 -2.2542 0.6622
O -2.0061 1.5288 -1.9213
O 4.5041 -0.2680 1.1399
O -0.5162 -3.7524 -2.4050
N -1.1768 2.9162 -3.5683
N -0.8037 1.5588 1.0778
N -3.1402 -1.1358 -1.2216
N 2.5893 -0.5880 2.2780
N 4.5645 -0.8592 3.3451
N 0.4023 -2.9747 -0.5032
N -1.7346 -1.3840 0.5370
N -2.0965 2.5022 2.7298
N 0.2132 1.6551 -2.2849
N 0.2308 -1.5831 -2.2546
C -0.0293 -2.8198 -1.7953
C -2.9898 -1.6245 0.0282
C 3.9264 -0.6078 2.1779
C -0.8947 2.0118 2.3631
C -1.0744 1.9958 -2.5760
H -2.9040 2.5453 2.1314
H 0.7388 -2.2290 0.0955
H -0.3431 3.2034 -4.0456
H -2.4334 -0.4573 -1.4890
H 0.9929 2.0653 -2.7604
H 2.0648 -0.7537 3.1207
H -1.4699 -2.0133 1.2862
H 0.1972 -1.3861 -3.2431
H -2.0237 3.4452 -3.6903
H 0.2638 -3.8930 -0.0952
H 0.6145 -0.8505 -1.6766
H -2.1301 3.0749 3.5594
H -1.6056 1.4293 0.4689
H -1.0446 -0.8096 0.0677
H 5.5538 -0.7084 3.4431
H -3.9391 -1.4079 -1.7776
H 2.0443 -0.2556 1.4877
H 4.0375 -1.2477 4.1068
H 0.2660 1.0509 -1.4767
H 0.0532 1.0482 0.8622
```

Charge: +2
HOMO-LUMO gap in eV: 2.67
ΔE to the lowest compared entry with this formula, charge and spin in kJ/mol: 208.0
Highest occupied orbital energy in Ha: -0.5765
LUMO level in eV: -13.02
Max |F| in eV Å⁻¹: 2.5

Computed, not measured: C5H20N11O8Tl as an isolated structure at a distorted geometry, with wB97M-V/def2-TZVPD.

```
45
C5H20N11O8Tl wB97M-V/def2-TZVPD
Tl 0.7526 -0.8503 -0.2163
O 0.0413 -1.9215 -2.7244
O 2.0304 1.7118 -0.9440
O 2.1441 0.4449 4.2780
O -2.0901 -0.8551 -0.6948
O -0.8555 1.5484 0.2499
O 2.0170 -2.5772 1.6646
O 2.4429 2.2501 3.2972
O 1.8007 0.6728 2.1442
N 0.1420 -3.6313 -4.1975
N -2.7190 2.0651 1.3199
N 2.1783 1.0942 3.2746
N -2.1628 3.2247 -0.2983
N -1.2258 -2.0486 -4.4548
N -3.4936 -1.1675 0.9964
N 2.1650 -2.4581 3.8640
N 3.2160 3.3442 -1.9030
N 1.8757 3.8409 -0.2987
N 3.7009 -3.4803 2.8914
N -4.2953 -0.2804 -0.7676
C -1.8369 2.2080 0.4175
C 2.4026 2.8815 -0.9761
C -0.2445 -2.4893 -3.7541
C -3.2371 -0.8384 -0.2514
C 2.5875 -2.8602 2.7122
H -1.6337 -2.5983 -5.1975
H -3.4678 2.7424 1.2938
H 3.9961 -3.6716 3.8381
H -2.8200 -1.5699 1.6324
H -5.1532 -0.1877 -0.2426
H 4.1571 -3.9182 2.1038
H 2.7614 -2.4128 4.6778
H 3.7813 2.7407 -2.4829
H 3.4120 4.3349 -1.9016
H 0.9952 3.6340 0.1507
H 1.9984 4.7941 -0.6092
H -1.6697 3.3878 -1.1645
H -2.8848 3.8128 0.0930
H -1.5502 -1.1637 -4.0918
H -0.2683 -3.8487 -5.0945
H 1.2966 -1.9510 3.7693
H 0.9342 -4.0866 -3.7672
H -4.4896 -1.2647 1.1327
H -2.5477 1.2673 1.9152
H -4.1836 0.1307 -1.6833
```

Charge: +3
Spin multiplicity: 2
⟨S²⟩: 1.776
HOMO-LUMO gap (alpha / beta) in eV: 2.63 / 2.99
ΔE to the lowest compared entry with this formula, charge and spin in kJ/mol: 8.9
Highest occupied orbital energy (alpha / beta) in Ha: -0.6113 / -0.6102
LUMO level (alpha / beta) in eV: -14.00 / -13.62
Max |F| in eV Å⁻¹: 5.1